[1]
Formula: C29H41CuGeN4O2SSi
Source: the OMol25 dataset
Level of theory: the ωB97M-V functional and the def2-TZVPD basis

Each line ends with the Löwdin charge.
Geometry (Å):
Cu: 0.05327 -1.48296 1.66877  0.662
O: 4.12541 -1.38370 5.13536  0.073
C: 3.12609 -0.76896 5.78368  -0.261
C: 3.44803 -0.16243 6.99887  -0.005
C: 2.47625 0.46783 7.74255  -0.058
C: 1.15178 0.53489 7.29314  -0.077
C: 0.83140 -0.03540 6.08559  -0.020
C: 1.80150 -0.69436 5.30903  -0.086
C: 1.37773 -1.25629 4.02898  -0.395
O: 0.18408 -1.06705 3.61603  -0.068
N: 2.29867 -1.96643 3.32560  0.078
N: 1.72503 -2.37081 2.18394  -0.065
C: 2.17621 -3.21384 1.33877  -0.010
C: 1.20548 -3.60517 0.29966  -0.230
C: 1.46712 -4.55568 -0.66715  0.010
C: 0.43830 -4.95816 -1.50526  -0.022
C: -0.82303 -4.40568 -1.35402  -0.036
C: -1.00272 -3.43243 -0.39160  -0.123
N: -0.01460 -3.03663 0.41004  0.028
H: 3.75387 -1.80422 4.33352  0.065
H: 4.47720 -0.21219 7.33501  0.125
H: 2.74540 0.91539 8.69290  0.112
H: 0.39327 1.02804 7.88799  0.105
H: -0.18002 0.00561 5.70136  0.117
H: 3.14894 -3.68370 1.43696  0.144
H: 2.45942 -4.98591 -0.74147  0.128
H: 0.61991 -5.70743 -2.26747  0.125
H: -1.65548 -4.72012 -1.97123  0.121
H: -1.96247 -2.95495 -0.23976  0.111
C: -2.04390 5.34063 0.82830  -0.180
Si: -2.62701 3.57518 0.88655  0.494
C: -3.49312 3.18812 -0.70336  -0.187
C: -3.75382 3.32668 2.33453  -0.168
C: -1.05174 2.53511 1.22494  -0.206
C: -0.04694 3.15396 1.98293  -0.046
C: 1.13971 2.50776 2.29679  -0.021
C: 1.28884 1.19919 1.90123  -0.109
N: 0.32794 0.54881 1.23187  -0.044
C: -0.78406 1.20669 0.86577  -0.658
S: -1.94977 0.18507 -0.01212  0.696
H: -2.84963 5.97954 0.44998  0.043
H: -1.17983 5.46573 0.16855  0.044
H: -1.77571 5.71833 1.82038  0.036
H: -4.11674 4.04690 -0.97871  0.045
H: -4.13597 2.30893 -0.61504  0.025
H: -2.78621 3.01898 -1.51071  0.011
H: -4.65562 3.93905 2.21641  0.045
H: -3.26255 3.62825 3.26535  0.040
H: -4.06588 2.28138 2.43337  0.038
H: -0.19772 4.16950 2.33841  0.105
H: 1.91655 2.99492 2.87193  0.120
H: 2.18791 0.63614 2.13391  0.123
C: -0.10205 -2.57980 -4.80371  -0.100
C: -1.58348 -2.33531 -5.08276  -0.257
C: -2.09092 -1.00521 -4.53391  -0.255
C: -2.20539 -0.98228 -2.99161  -0.328
Ge: -0.78439 -0.14353 -1.96099  0.730
C: -0.04285 1.54387 -2.58839  -0.315
C: 0.67166 1.50836 -3.94922  -0.276
C: 1.81021 0.49552 -4.04249  -0.290
C: 2.43400 0.45091 -5.43371  -0.107
H: 0.20147 -3.57800 -5.12651  0.077
H: 0.13005 -2.49078 -3.73709  0.039
H: 0.51855 -1.85894 -5.34261  0.064
H: -2.18512 -3.14562 -4.65835  0.104
H: -1.75236 -2.35719 -6.16080  0.111
H: -3.07850 -0.80915 -4.95294  0.110
H: -1.44486 -0.20242 -4.89829  0.085
H: -2.34729 -1.99331 -2.60644  0.048
H: -3.09231 -0.41724 -2.69334  0.058
H: 0.37858 -1.06803 -1.56055  -0.020
H: 0.65868 1.85879 -1.81014  0.070
H: -0.84441 2.27464 -2.60986  0.055
H: 1.07413 2.50626 -4.14171  0.117
H: -0.04922 1.31215 -4.74699  0.092
H: 1.44031 -0.49961 -3.78322  0.055
H: 2.57646 0.74510 -3.30066  0.116
H: 1.67648 0.24693 -6.19585  0.071
H: 3.19899 -0.32405 -5.50626  0.075
H: 2.90278 1.40581 -5.68267  0.078

Force components x, y, z for each atom (eV/Å):
0.152 -0.333 0.498
-0.062 -0.012 -0.037
0.003 0.007 -0.002
0.042 0.029 0.091
-0.049 0.053 0.049
0.051 0.007 0.030
0.010 0.018 -0.016
-0.126 0.017 0.030
0.175 -0.102 -0.016
0.189 0.088 -0.251
-0.445 0.148 -0.207
-0.182 0.005 0.063
-0.036 -0.043 -0.073
0.068 0.053 0.211
0.138 -0.145 -0.061
0.055 -0.075 -0.120
-0.038 -0.112 -0.118
0.028 0.082 0.129
-0.040 0.221 -0.284
0.071 -0.021 -0.044
-0.091 -0.025 -0.011
-0.018 -0.014 -0.066
0.056 -0.030 -0.037
0.052 -0.007 0.030
-0.007 -0.017 -0.009
-0.101 0.025 -0.014
-0.013 0.047 0.069
0.069 0.043 0.041
0.019 0.055 -0.022
0.070 0.273 0.055
0.195 -0.045 0.098
-0.235 -0.129 -0.133
-0.212 -0.059 0.231
0.218 -0.085 -0.106
-0.105 -0.003 -0.060
-0.010 0.111 0.063
-0.002 -0.063 -0.121
0.070 0.237 -0.001
-0.013 0.111 0.281
0.018 -0.009 0.099
0.100 -0.067 0.047
-0.075 0.026 0.035
-0.002 0.004 -0.120
0.063 -0.119 0.044
0.072 0.075 -0.061
0.056 -0.031 -0.187
0.096 -0.089 0.044
-0.077 -0.054 -0.059
0.021 0.119 0.008
0.048 -0.093 -0.083
-0.034 -0.011 -0.065
-0.111 -0.011 0.046
-0.060 -0.050 -0.039
0.143 0.023 0.031
-0.025 -0.090 0.129
-0.090 0.137 -0.243
0.186 -0.121 0.074
0.121 0.037 -0.020
0.041 -0.058 0.100
-0.005 0.074 -0.013
0.001 0.042 0.023
0.001 0.039 0.019
-0.015 -0.041 -0.016
-0.044 -0.036 0.044
-0.004 0.003 -0.018
0.007 -0.037 -0.013
-0.027 0.000 0.007
-0.056 -0.002 0.022
-0.044 -0.076 -0.015
-0.026 -0.020 -0.044
-0.016 -0.118 -0.004
-0.007 0.055 0.010
-0.154 0.184 0.022
-0.022 0.020 -0.058
0.014 0.038 0.018
0.019 -0.018 0.031
-0.032 -0.042 0.008
0.035 0.003 0.031
-0.026 0.038 0.013
-0.035 -0.038 -0.004

As for the total charge: +1. Its HOMO energy (spin up / spin down) is -10.6 / -10.6 eV. For the gap between HOMO and LUMO (spin up / spin down), the calculation gives 6.87 / 6.02 eV. The expectation value of S² is 0.75. As for the multiplicity: 2. The energy above the lowest of the compared OMol25 structures with the same formula, charge and spin comes out at 16.2 kcal per mole.

[2]
Formula: C29H41F7N4O2
Source: the OMol25 dataset
Level of theory: the ωB97M-V functional and the def2-TZVPD basis

Each line ends with the Löwdin charge.
Geometry (Å):
F: -0.59781 7.69043 9.61506  0.134
C: -1.08184 6.66256 10.40137  -0.401
F: -0.97643 7.13296 11.71959  0.099
F: -2.41318 6.40438 10.20165  0.149
C: -0.16716 5.34131 10.30472  -0.285
F: -0.49879 4.50103 11.36109  0.113
F: 1.13879 5.78483 10.32643  0.127
C: -0.58570 4.58539 8.96821  -0.298
F: -1.00248 5.44491 7.94994  0.086
F: -1.69529 3.78240 9.29978  0.079
C: 0.57061 3.70051 8.34250  -0.098
C: 1.56023 3.01203 9.22564  -0.034
N: 2.61263 2.21911 8.81689  0.113
C: 2.58457 2.12007 7.42729  -0.198
C: 3.64778 1.24102 6.77726  0.002
C: 3.70287 1.01202 5.28284  -0.051
C: 2.67348 1.64966 4.35595  -0.052
C: 1.66193 2.52308 5.00226  0.007
C: 1.59111 2.76050 6.51218  -0.176
N: 0.57453 3.58547 6.96629  0.164
H: 1.43775 3.15227 10.34177  0.124
H: 4.43159 0.72746 7.40083  0.099
H: 4.45982 0.34586 4.79016  0.090
H: 2.67627 1.47132 3.24117  0.095
H: 0.89254 3.03693 4.35287  0.109
C: -0.01928 3.05715 -2.30508  -0.043
C: 0.86010 2.69499 -1.08655  -0.487
C: 2.29406 2.42662 -1.57500  -0.137
C: 2.41794 1.10559 -2.32902  -0.180
C: 1.89152 -0.04978 -1.48512  -0.134
C: 0.47170 0.17865 -0.93166  -0.481
N: 0.28831 1.53704 -0.33649  -0.048
O: 0.86092 1.52339 0.87224  -0.040
C: -0.57773 -0.04214 -2.04319  -0.035
C: 0.16758 -0.95521 0.07449  -0.045
C: 0.83751 3.98895 -0.24347  -0.046
H: 0.26772 4.03045 -2.71325  0.086
H: 0.07465 2.36929 -3.14333  0.056
H: -1.07531 3.12273 -2.03157  0.094
H: 2.98494 2.41311 -0.72414  0.123
H: 2.62870 3.24181 -2.22371  0.124
H: 1.88524 1.15161 -3.28316  0.104
H: 3.46746 0.92526 -2.57766  0.113
H: 1.91443 -0.96860 -2.08032  0.124
H: 2.58856 -0.21000 -0.65444  0.122
H: -1.57593 0.24536 -1.70269  0.095
H: -0.62834 -1.09542 -2.32935  0.070
H: -0.36217 0.49081 -2.96637  0.060
H: 0.90572 -1.01673 0.87523  0.074
H: 0.17638 -1.92728 -0.42668  0.084
H: -0.82046 -0.82718 0.52650  0.091
H: -0.17038 4.19511 0.12430  0.090
H: 1.15303 4.84716 -0.83961  0.084
H: 1.51147 3.94473 0.61352  0.074
C: -0.10195 -5.55876 -6.38327  -0.043
C: -0.60345 -4.84206 -5.10884  -0.487
C: -1.54793 -5.78939 -4.34906  -0.136
C: -2.89534 -5.95535 -5.04591  -0.181
C: -3.54659 -4.59908 -5.29264  -0.135
C: -2.63251 -3.59063 -6.01545  -0.485
N: -1.25284 -3.53991 -5.44497  -0.049
O: -1.31408 -2.82253 -4.31767  -0.030
C: -2.55397 -3.92332 -7.52221  -0.040
C: -3.33402 -2.21292 -5.99157  -0.047
C: 0.69062 -4.64028 -4.29023  -0.044
H: 0.56537 -6.38567 -6.12453  0.086
H: -0.89056 -6.01777 -6.97671  0.056
H: 0.46259 -4.88073 -7.02830  0.094
H: -1.72000 -5.41434 -3.33374  0.125
H: -1.08117 -6.77231 -4.23364  0.125
H: -2.78082 -6.49825 -5.98864  0.103
H: -3.55425 -6.56694 -4.42361  0.114
H: -4.46810 -4.74247 -5.86649  0.125
H: -3.85416 -4.18793 -4.32455  0.124
H: -1.80702 -3.30130 -8.02206  0.093
H: -3.51119 -3.73246 -8.01343  0.084
H: -2.33041 -4.96662 -7.73310  0.058
H: -3.57711 -1.88203 -4.98128  0.076
H: -4.28078 -2.25311 -6.53761  0.085
H: -2.71370 -1.44595 -6.46495  0.090
H: 1.37411 -3.96124 -4.80558  0.090
H: 1.21260 -5.58829 -4.14780  0.084
H: 0.49961 -4.24090 -3.29286  0.073

Force components x, y, z for each atom (eV/Å):
-1.223 -2.108 0.935
0.082 1.268 2.052
-0.153 -0.794 -2.049
2.312 0.520 -0.204
-1.626 0.998 -0.527
1.217 1.496 -1.319
-1.763 -1.192 0.163
0.390 -1.486 -1.540
0.502 -0.769 2.063
1.629 1.242 -0.534
0.950 -1.047 -0.965
0.077 -0.034 -0.248
-3.527 2.333 -1.805
1.433 -1.448 -1.939
-0.795 0.259 -3.321
-2.130 1.607 2.084
-0.862 1.304 3.783
1.874 -1.507 -0.097
0.646 -0.558 -1.232
1.580 -1.001 3.126
0.271 -0.230 -1.457
-1.127 0.769 -0.570
-0.704 0.745 0.961
-0.051 0.289 1.534
0.951 -0.660 1.035
-0.154 -0.212 -0.359
-0.567 1.709 -1.313
0.175 -0.428 0.101
-0.033 0.001 -0.007
0.308 0.342 0.067
-1.162 -1.578 -1.105
3.139 -0.419 2.189
-1.286 0.197 -1.037
-0.002 0.084 -0.354
0.151 0.436 0.543
0.130 -0.420 0.629
0.090 -0.049 0.264
-0.060 -0.079 0.127
0.077 -0.084 0.048
-0.173 -0.018 0.089
-0.234 0.089 0.111
-0.021 0.035 0.037
-0.052 0.001 -0.008
-0.246 0.025 0.131
-0.158 0.063 0.102
0.107 0.069 0.027
0.113 0.050 0.147
-0.025 0.084 0.055
-0.076 0.206 0.005
0.003 0.269 -0.217
0.104 0.056 -0.034
0.037 -0.071 -0.001
-0.036 -0.224 -0.202
-0.121 -0.165 -0.008
-0.177 -0.125 -0.380
1.523 -1.455 -0.706
-0.430 0.162 0.087
0.017 0.012 -0.034
0.177 -0.216 0.371
-1.095 0.236 -1.905
-1.336 0.486 3.513
0.564 -0.318 -1.576
0.069 -0.342 -0.178
0.414 0.206 0.539
-0.318 0.609 0.343
-0.043 0.189 0.202
-0.021 0.151 0.007
-0.096 0.034 0.064
0.071 0.158 -0.092
0.196 0.162 -0.096
0.050 0.018 0.016
0.023 0.021 -0.047
0.144 0.206 -0.096
0.143 0.134 -0.056
0.009 -0.056 0.109
0.011 0.090 0.217
0.110 0.025 0.046
0.217 -0.046 -0.003
0.195 -0.270 -0.036
0.000 -0.095 0.076
-0.078 0.010 0.005
-0.216 -0.061 -0.205
-0.101 0.112 -0.143

Its HOMO energy (spin up / spin down) is -8.9 / -8.9 eV. For the gap between HOMO and LUMO (spin up / spin down), the calculation gives 7.89 / 7.91 eV. The expectation value of S² is 2.01. As for the multiplicity: 3.

[3]
Formula: C29H41N2O4Si
Source: the OMol25 dataset
Level of theory: the ωB97M-V functional and the def2-TZVPD basis

Each line ends with the Löwdin charge.
Geometry (Å):
C: -0.76153 3.02712 0.17612  -0.010
C: -1.09891 3.48663 1.59537  -0.317
C: -1.36431 2.14362 2.27421  -0.281
O: -1.91536 1.10034 1.74669  0.021
Si: -2.11833 -0.42828 2.56360  0.503
C: -3.67832 -1.03231 1.78231  -0.145
C: -0.62967 -1.39842 2.01480  -0.137
C: -2.36475 -0.35757 4.39962  -0.147
O: -0.73629 1.97727 3.39360  0.084
C: 0.35179 3.06159 3.52283  0.004
C: 0.14086 3.95523 2.34595  -0.103
H: -0.33630 3.88179 -0.36732  0.077
H: -0.05378 2.16823 0.17981  0.121
H: -1.66260 2.80026 -0.40566  0.108
H: -3.94399 -1.97313 2.27250  0.048
H: -4.51715 -0.35529 1.92408  0.045
H: -3.53106 -1.23891 0.72438  0.044
H: -0.67366 -2.43006 2.39569  0.055
H: -0.62537 -1.43750 0.92029  0.047
H: 0.31100 -0.96346 2.36018  0.040
H: -2.97287 -1.26773 4.58537  0.055
H: -1.40563 -0.45925 4.93232  0.048
H: -2.91796 0.52463 4.76568  0.049
H: 0.23816 3.55087 4.51079  0.144
H: 1.31921 2.56562 3.48073  0.135
H: 0.96911 4.05488 1.61029  0.153
H: -0.10481 4.95982 2.65797  0.097
C: -6.84575 4.68676 8.04363  -0.176
C: -6.14754 4.34737 6.74603  -0.165
N: -4.74495 4.79526 6.77386  -0.087
C: -4.12292 4.72452 5.52416  -0.216
C: -4.73715 4.05398 4.42987  -0.008
C: -4.09482 3.96432 3.19329  -0.021
C: -2.87794 4.61034 2.98495  -0.228
C: -2.17312 4.70961 1.64778  -0.089
C: -1.73819 6.24209 1.37694  -0.146
C: -2.20249 7.42461 2.00441  -0.027
C: -1.84254 8.70859 1.56550  0.002
C: -0.90709 8.90310 0.50781  -0.211
N: -0.52559 10.16069 -0.02310  -0.098
C: -1.27823 11.33096 0.42260  -0.157
C: -0.90587 12.58144 -0.38223  -0.178
O: 0.50352 12.80129 -0.34464  -0.144
C: 1.26900 11.71761 -0.86269  -0.181
C: 0.92344 10.38613 -0.16720  -0.135
C: -0.38245 7.73027 -0.04002  -0.007
C: -0.83353 6.45629 0.34046  -0.041
C: -2.29209 5.26890 4.06918  -0.069
C: -2.84577 5.26912 5.33972  0.007
C: -3.96175 4.51083 7.99457  -0.130
C: -4.79380 4.68979 9.25982  -0.171
O: -6.11293 4.10843 9.13915  -0.139
H: -6.94262 5.78842 8.14064  0.135
H: -7.81390 4.16007 8.05227  0.134
H: -6.16056 3.24839 6.60846  0.132
H: -6.63348 4.85020 5.90372  0.129
H: -5.69160 3.53438 4.55105  0.100
H: -4.57891 3.42920 2.36871  0.124
H: -2.73794 4.26583 0.83920  0.133
H: -2.85548 7.39751 2.89696  0.120
H: -2.27922 9.55211 2.07457  0.099
H: -2.36251 11.14144 0.32097  0.135
H: -0.99671 11.52069 1.48951  0.138
H: -1.26769 12.50776 -1.43168  0.134
H: -1.31879 13.45798 0.14717  0.133
H: 1.14221 11.59882 -1.96195  0.130
H: 2.31594 11.95812 -0.59781  0.133
H: 1.34680 10.47864 0.85289  0.133
H: 1.41106 9.54377 -0.67939  0.113
H: 0.37579 7.82187 -0.82309  0.110
H: -0.43894 5.62952 -0.22898  0.084
H: -1.36077 5.83042 3.89326  0.121
H: -2.30076 5.67046 6.17781  0.106
H: -3.62254 3.45820 7.97749  0.131
H: -3.07804 5.14554 8.00193  0.109
H: -4.32187 4.09456 10.05635  0.131
H: -4.83688 5.77075 9.50708  0.131

Force components x, y, z for each atom (eV/Å):
0.143 0.628 -0.948
0.784 0.198 -0.387
-0.158 -0.484 0.288
0.133 2.647 0.844
-0.326 -1.211 0.096
0.197 -0.219 0.067
-0.116 -0.030 0.069
0.118 -0.003 0.080
1.062 0.851 -0.312
-0.188 -0.355 0.801
0.315 0.983 -0.882
0.271 -0.589 0.195
-0.467 0.614 -0.191
0.093 -0.403 0.301
-0.017 -0.027 -0.081
-0.046 0.127 -0.068
-0.147 0.051 -0.117
-0.038 0.281 -0.114
0.101 -0.058 0.122
-0.030 -0.001 -0.030
0.276 0.495 0.142
-0.432 0.133 -0.064
0.223 -0.396 -0.119
-0.266 -0.481 -0.660
-0.292 -0.478 0.163
-0.173 -0.385 0.885
0.489 0.191 0.244
0.291 -0.558 0.286
0.813 -0.211 0.447
-0.608 0.311 -0.298
-0.051 -0.677 0.229
0.293 -0.148 0.069
-0.108 0.253 0.060
-0.147 0.478 -0.040
-0.397 -0.683 0.483
0.399 -1.159 -0.580
-0.407 -0.258 0.386
0.541 -0.485 -0.580
-0.385 0.054 0.281
-0.358 -0.667 -0.344
0.501 0.010 0.553
0.335 -0.161 0.252
-0.026 -0.405 -0.222
-0.278 -0.387 0.010
0.029 0.520 0.793
0.091 -0.512 -0.191
0.509 0.996 -0.270
0.592 0.010 0.260
-0.173 -0.364 -0.575
-0.500 -0.802 -0.736
-0.500 -0.154 -0.073
0.601 0.981 -0.424
-0.089 -0.531 0.180
0.204 0.597 0.082
-0.309 0.259 -0.029
-0.049 -0.179 0.175
0.459 0.336 -0.066
0.115 0.199 0.284
-1.298 1.044 -0.254
0.287 -0.167 -0.789
-0.016 0.095 0.058
0.504 0.021 0.174
-0.506 0.118 -0.446
0.145 0.101 0.531
-0.082 -0.367 -0.556
0.039 0.329 0.485
-0.488 -0.137 -0.475
0.034 -0.270 -0.196
-0.222 0.412 0.151
-0.425 -0.234 0.170
0.039 0.048 0.047
-0.497 -0.363 0.310
-0.012 0.338 -0.024
0.012 0.172 -0.148
-0.070 0.050 0.228
-0.093 0.595 -0.112
-0.249 -0.526 0.121

As for the total charge: +1. Its HOMO energy is -10.1 eV. For the gap between HOMO and LUMO, the calculation gives 6.87 eV. The energy above the lowest of the compared OMol25 structures with the same formula, charge and spin comes out at 0.0 kcal per mole.

no.,M (g mol⁻¹)
1,674.0
2,610.7
3,509.7